1.
Density functional theory data (ωB97M-V/def2-TZVPD) for C28H35NO6Tc as an isolated structure at a distorted geometry.

Cartesian coordinates (Å):
C (-0.07, -0.62, -4.29)
C (-0.79, -1.64, -3.34)
C (-0.27, 0.79, -3.71)
C (-1.34, 0.65, -2.62)
H (-0.53, 1.48, -4.53)
H (0.69, 1.12, -3.28)
C (-1.25, -0.83, -2.14)
H (-0.12, -2.48, -3.11)
H (-1.67, -2.04, -3.86)
C (-0.19, -0.70, -1.03)
H (-2.20, -1.19, -1.72)
H (-2.32, 0.95, -2.99)
C (-0.89, 1.42, -1.39)
C (1.42, -0.83, -4.40)
C (-0.44, -0.64, -5.78)
O (-0.70, 0.38, -6.38)
O (2.13, -1.47, -3.64)
O (1.86, -0.20, -5.51)
O (-0.45, -1.81, -6.46)
C (0.13, -3.05, -5.99)
H (-0.44, -3.46, -5.14)
H (1.20, -2.92, -5.74)
H (0.02, -3.69, -6.87)
C (3.26, -0.26, -5.76)
H (3.86, -0.02, -4.87)
H (3.44, 0.47, -6.54)
H (3.53, -1.26, -6.13)
O (0.26, 0.68, -1.03)
H (0.69, -1.34, -1.14)
H (-0.63, -0.92, -0.04)
C (-1.99, 1.36, -0.34)
C (-0.50, 2.87, -1.69)
H (-1.18, 3.28, -2.46)
H (0.55, 2.94, -1.99)
H (-0.64, 3.44, -0.76)
H (-1.62, 1.80, 0.59)
H (-2.32, 0.33, -0.12)
H (-2.88, 1.92, -0.68)
Tc (0.05, -0.97, 3.60)
C (-1.51, -2.00, 4.75)
C (-2.03, -1.73, 3.43)
C (-1.16, -2.36, 2.47)
H (-2.90, -1.14, 3.20)
C (-0.15, -3.06, 3.20)
C (-0.34, -2.82, 4.60)
H (0.26, -3.23, 5.41)
H (-1.94, -1.67, 5.69)
H (-1.26, -2.32, 1.39)
H (0.59, -3.72, 2.75)
C (2.06, 0.67, 3.42)
C (2.13, -0.62, 4.08)
C (1.96, -1.63, 3.06)
H (2.40, -0.83, 5.11)
C (1.68, -0.96, 1.82)
C (1.77, 0.45, 2.04)
H (1.68, 1.19, 1.25)
H (2.27, 1.62, 3.90)
H (2.23, -2.66, 3.18)
H (1.66, -1.42, 0.83)
O (-0.84, 0.78, 3.20)
N (-0.70, 1.84, 4.06)
C (-0.85, 3.06, 3.49)
C (-0.73, 4.19, 4.28)
C (-0.48, 4.05, 5.64)
C (-0.33, 2.77, 6.18)
C (-0.44, 1.65, 5.37)
H (-1.05, 3.08, 2.42)
H (-0.84, 5.16, 3.79)
H (-0.39, 4.93, 6.28)
H (-0.10, 2.61, 7.23)
H (-0.32, 0.63, 5.75)

HOMO (alpha / beta): -0.94 / -3.37 eV
Expectation value of S²: 6.04
Charge: -1
Energy relative to the best compared isomer or geometry (same formula, charge and spin): 21.78 kJ/mol
Multiplicity: 5
Lowest unoccupied orbital energy (alpha / beta): 0.0809 / 0.0807 Eh
Gap between HOMO and LUMO (alpha / beta): 3.141 / 5.569 eV

2.
Density functional theory data (ωB97M-V/def2-TZVPD) for a 2-piece molecular cluster, C4H8N2S overall at a distorted geometry.

Cartesian coordinates (Å):
C (1.82, -1.51, 1.11)
C (2.40, -2.34, 2.15)
C (-1.70, 2.24, -1.62)
C (-1.76, 0.72, -1.55)
N (1.21, -0.49, 0.97)
N (0.74, 0.49, 0.50)
S (-1.63, 0.10, 0.14)
H (3.19, -1.78, 2.65)
H (2.83, -3.24, 1.72)
H (1.66, -2.61, 2.90)
H (-2.55, 2.67, -1.10)
H (-0.79, 2.59, -1.16)
H (-1.73, 2.57, -2.66)
H (-0.97, 0.26, -2.15)
H (-2.73, 0.35, -1.90)

HOMO (alpha / beta): -8.48 / -8.48 eV
Energy relative to the best compared isomer or geometry (same formula, charge and spin): 523.29 kJ/mol
Lowest unoccupied orbital energy (alpha / beta): -0.0548 / -0.0548 Eh
Gap between HOMO and LUMO (alpha / beta): 6.985 / 6.984 eV

3.
Density functional theory data (ωB97M-V/def2-TZVPD) for C23H27I2N6O2 as an isolated structure at a distorted geometry.

Cartesian coordinates (Å):
C (-0.12, 3.66, 1.84)
C (0.51, 3.93, 0.51)
I (1.58, 5.73, 0.41)
C (0.41, 3.07, -0.50)
I (1.30, 3.39, -2.38)
N (-0.37, 1.91, -0.28)
C (-1.81, 1.97, -0.55)
C (-2.16, 1.35, -1.89)
O (-1.33, 1.30, -2.74)
C (-3.53, 0.81, -2.10)
C (-3.75, -0.54, -1.83)
C (-5.00, -1.10, -2.06)
C (-6.03, -0.31, -2.56)
C (-5.82, 1.04, -2.81)
C (-4.57, 1.59, -2.58)
C (0.10, 0.72, 0.13)
N (-0.70, -0.34, 0.23)
C (0.09, -1.33, 0.64)
C (-0.43, -2.68, 0.88)
C (-1.28, -2.86, 1.98)
C (-1.83, -4.11, 2.26)
C (-1.52, -5.18, 1.43)
C (-0.68, -5.00, 0.33)
C (-0.12, -3.76, 0.05)
N (1.34, -0.92, 0.80)
C (2.44, -1.74, 1.24)
N (2.87, -1.50, 2.62)
N (1.37, 0.41, 0.47)
C (2.61, 1.17, 0.53)
C (3.53, 0.94, -0.69)
O (3.00, -0.13, -1.44)
C (4.96, 0.70, -0.23)
N (5.43, 1.89, 0.51)
H (-0.04, 4.50, 2.52)
H (0.38, 2.81, 2.32)
H (-1.17, 3.40, 1.76)
H (-2.38, 1.55, 0.27)
H (-2.07, 3.03, -0.60)
H (-2.93, -1.13, -1.44)
H (-5.19, -2.14, -1.86)
H (-7.00, -0.75, -2.76)
H (-6.64, 1.63, -3.20)
H (-4.42, 2.64, -2.79)
H (-1.53, -2.01, 2.60)
H (-2.48, -4.20, 3.11)
H (-1.94, -6.15, 1.65)
H (-0.46, -5.86, -0.28)
H (0.53, -3.63, -0.79)
H (2.15, -2.78, 1.13)
H (3.27, -1.58, 0.56)
H (2.34, -0.76, 3.06)
H (3.84, -1.24, 2.65)
H (3.14, 0.84, 1.42)
H (2.42, 2.22, 0.67)
H (3.55, 1.87, -1.25)
H (3.67, -0.39, -2.08)
H (5.60, 0.50, -1.08)
H (5.00, -0.18, 0.42)
H (5.47, 1.68, 1.50)
H (6.39, 2.08, 0.26)

HOMO: -11.42 eV
Charge: +1
Lowest unoccupied orbital energy: -0.0933 Eh
Gap between HOMO and LUMO: 8.883 eV